The following is a quantum chemistry calculation of C21H42N2O2 in the gas phase, from the OMol25 dataset.

Geometry (Å):
C 4.771 -3.363 0.231
C 4.131 -2.056 0.693
C 3.110 -2.321 1.796
C 3.472 -1.366 -0.514
N 2.846 -0.100 -0.194
C 3.672 0.907 0.451
C 4.837 1.397 -0.421
C 4.321 1.947 -1.747
C 5.610 2.470 0.341
C 1.580 0.255 -0.528
O 1.102 1.315 -0.145
C 0.741 -0.691 -1.365
C -0.075 -1.634 -0.469
C -1.175 -0.862 0.259
C -2.437 -0.781 -0.595
O -2.565 -1.464 -1.597
N -3.441 0.016 -0.147
C -4.690 -0.002 -0.893
C -5.752 -0.970 -0.337
C -6.316 -0.525 1.011
C -5.212 -2.394 -0.237
C -3.284 1.064 0.838
C -3.068 2.465 0.224
C -2.737 3.449 1.343
C -1.975 2.473 -0.839
H 5.255 -3.862 1.067
H 4.018 -4.034 -0.178
H 5.519 -3.178 -0.537
H 4.924 -1.414 1.088
H 3.603 -2.710 2.684
H 2.584 -1.408 2.065
H 2.380 -3.057 1.465
H 4.233 -1.214 -1.290
H 2.723 -2.049 -0.908
H 4.055 0.524 1.400
H 3.011 1.750 0.665
H 5.516 0.561 -0.621
H 3.802 1.177 -2.314
H 5.144 2.320 -2.352
H 3.623 2.761 -1.568
H 5.986 2.081 1.285
H 6.457 2.817 -0.248
H 4.966 3.321 0.551
H 1.344 -1.251 -2.078
H 0.040 -0.076 -1.932
H 0.580 -2.121 0.256
H -0.541 -2.400 -1.092
H -1.446 -1.369 1.188
H -0.800 0.130 0.501
H -4.450 -0.313 -1.914
H -5.103 1.007 -0.921
H -6.571 -0.960 -1.066
H -6.651 0.510 0.972
H -7.168 -1.146 1.279
H -5.569 -0.627 1.795
H -4.777 -2.704 -1.183
H -4.439 -2.454 0.526
H -6.011 -3.084 0.028
H -4.185 1.096 1.455
H -2.447 0.829 1.492
H -4.006 2.784 -0.247
H -1.784 3.190 1.800
H -3.507 3.437 2.112
H -2.661 4.458 0.947
H -2.192 1.748 -1.621
H -1.916 3.457 -1.299
H -1.003 2.243 -0.411

Lowest unoccupied orbital energy ... 0.802 eV
Structure (SMILES) ... CC(C)CN(CC(C)C)C(=O)CCCC(=O)N(CC(C)C)CC(C)C
E ... -1085.4170 a.u.
Largest force on an atom ... 0.50 eV/A
Energy above the lowest of the compared OMol25 structures with the same formula, charge and spin ... 4.2 kcal/mol
2S+1 ... 1
E_HOMO ... -8.84 eV